Record 1
This record from OMol25 describes 4 unconnected molecules or ions with the total composition C8H16BCl8F4 at a distorted geometry. The level of theory is ωB97M-V/def2-TZVPD.

Results
2S+1	1
energy relative to the best compared isomer or geometry (same formula, charge and spin)	8.588	eV
orbital gap	7.34	eV
total energy	-4420.3181	Eh
lowest unoccupied orbital energy	2.63	eV
net charge	-1

```
37
Properties=species:S:1:pos:R:3:nbo_charge:R:1
B 6.260 -0.388 26.798 1.317
F 5.617 -1.581 26.797 -0.554
F 6.919 -0.127 27.981 -0.553
F 7.189 -0.446 25.868 -0.539
F 5.363 0.647 26.546 -0.577
Cl 3.285 -3.857 23.754 -0.104
C 3.713 -2.116 24.012 -0.388
C 5.286 -2.049 24.307 -0.395
Cl 6.250 -2.617 22.941 -0.074
H 3.146 -1.701 24.845 0.233
H 3.541 -1.568 23.086 0.207
H 5.644 -2.564 25.198 0.255
H 5.519 -1.002 24.502 0.215
Cl 4.350 3.266 24.569 -0.049
C 4.081 1.738 25.422 -0.378
C 2.714 1.206 25.116 -0.404
Cl 2.284 -0.246 25.990 0.001
H 4.170 1.984 26.480 0.223
H 4.842 1.014 25.131 0.253
H 2.624 0.921 24.068 0.212
H 1.947 1.972 25.221 0.225
Cl 9.591 2.598 25.949 -0.088
C 8.066 1.884 26.390 -0.422
C 6.912 2.897 26.696 -0.394
Cl 6.326 3.754 25.197 -0.076
H 8.318 1.261 27.249 0.251
H 7.789 1.288 25.521 0.248
H 7.136 3.563 27.529 0.208
H 6.119 2.273 27.108 0.237
Cl 3.063 0.540 29.466 -0.152
C 3.986 -0.438 28.207 -0.357
C 3.754 -1.958 28.209 -0.405
Cl 4.565 -2.546 29.700 -0.099
H 5.029 -0.171 28.378 0.235
H 3.580 -0.093 27.256 0.213
H 4.319 -2.410 27.394 0.272
H 2.672 -2.090 28.215 0.203
```

=====

Record 2
This record from OMol25 describes 4 unconnected molecules or ions with the total composition C23H30F8O12. The level of theory is ωB97M-V/def2-TZVPD.

Results
2S+1	1
orbital gap	10.86	eV
total energy	-2596.2857	Eh
lowest unoccupied orbital energy	0.22	eV
net charge	0

```
73
Properties=species:S:1:pos:R:3:mulliken_charge:R:1
O 4.305 1.770 2.874 -0.576
C 4.431 0.878 2.093 0.448
C 5.446 0.739 0.965 -0.564
C 4.939 -0.507 0.226 -0.578
C 4.308 -1.273 1.381 0.287
C 3.419 -2.474 1.050 -1.473
C 1.923 -2.259 1.256 0.045
O 1.414 -1.633 0.082 -0.318
C 0.090 -1.175 0.183 -0.923
C -0.093 0.097 -0.625 1.149
F 0.423 -0.101 -1.861 -0.344
F -1.421 0.306 -0.773 -0.332
C 0.522 1.439 -0.145 0.195
F 0.250 2.348 -1.106 -0.297
F 1.864 1.320 -0.048 -0.188
C 0.012 2.035 1.195 0.799
F -1.323 2.137 1.143 -0.304
F 0.519 3.277 1.269 -0.322
C 0.464 1.233 2.456 1.015
F -0.610 0.607 2.979 -0.279
F 0.948 2.076 3.371 -0.302
O 3.594 -0.213 2.090 -0.335
H 6.455 0.640 1.370 0.302
H 5.396 1.655 0.374 0.326
H 5.685 -1.097 -0.306 0.429
H 4.142 -0.188 -0.452 0.159
H 5.112 -1.571 2.068 0.398
H 3.743 -3.350 1.615 0.435
H 3.543 -2.691 -0.016 0.367
H 1.419 -3.219 1.417 0.267
H 1.730 -1.633 2.133 0.319
H -0.603 -1.892 -0.276 0.469
H -0.242 -1.050 1.219 0.204
H 1.231 0.494 2.218 -0.460
C -1.561 -5.670 5.882 -1.453
C -1.514 -5.505 4.388 0.457
C -0.135 -5.442 3.762 -0.496
O -0.371 -4.641 2.595 -0.251
C -1.440 -3.845 2.849 0.621
O -1.790 -2.943 2.157 -0.526
O -2.044 -4.222 3.993 -0.330
H -2.584 -5.574 6.243 0.359
H -1.189 -6.657 6.157 0.380
H -0.953 -4.911 6.375 0.350
H -2.118 -6.268 3.889 0.265
H 0.272 -6.405 3.468 0.319
H 0.573 -4.915 4.406 0.304
C -0.723 5.712 -0.800 -1.262
C -1.062 5.809 -2.261 0.601
C 0.089 6.113 -3.198 -0.478
O -0.570 6.782 -4.279 -0.343
C -1.693 7.364 -3.787 0.607
O -2.370 8.138 -4.381 -0.525
O -1.925 6.934 -2.524 -0.393
H -1.628 5.615 -0.203 0.353
H -0.101 4.835 -0.625 0.247
H -0.186 6.600 -0.464 0.356
H -1.591 4.912 -2.598 0.231
H 0.608 5.235 -3.570 0.285
H 0.802 6.805 -2.743 0.312
C -4.576 -0.436 -2.929 -1.443
C -3.465 -0.845 -3.855 0.781
C -3.301 -0.020 -5.115 -0.448
O -2.721 -0.965 -6.021 -0.338
C -3.111 -2.205 -5.634 0.636
O -2.950 -3.195 -6.269 -0.532
O -3.710 -2.148 -4.421 -0.377
H -4.687 -1.164 -2.127 0.325
H -4.350 0.533 -2.483 0.356
H -5.528 -0.372 -3.456 0.413
H -2.514 -0.899 -3.316 0.028
H -2.645 0.839 -5.008 0.298
H -4.268 0.297 -5.515 0.289
```

=====

Record 3
This record from OMol25 describes a molecular structure, C12H16BrO12 at a distorted geometry. The level of theory is ωB97M-V/def2-TZVPD.

Results
2S+1	1
energy relative to the best compared isomer or geometry (same formula, charge and spin)	4.953	eV
orbital gap	8.57	eV
total energy	-3943.7514	Eh
lowest unoccupied orbital energy	2.65	eV
net charge	-1

```
41
Properties=species:S:1:pos:R:3:nbo_charge:R:1
Br -16.825 -15.336 -11.384 -0.694
C -17.416 -18.152 -10.426 -0.117
C -17.565 -17.803 -11.878 -0.148
O -18.266 -18.943 -12.345 -0.518
C -19.091 -19.321 -11.321 0.964
O -20.153 -19.942 -11.490 -0.623
O -18.671 -18.821 -10.192 -0.482
H -17.201 -17.289 -9.796 0.239
H -16.577 -18.808 -10.198 0.180
H -16.617 -17.918 -12.404 0.205
H -18.085 -16.897 -12.189 0.230
C -18.130 -12.536 -11.430 -0.110
C -18.901 -13.440 -12.401 -0.114
O -18.335 -13.055 -13.579 -0.506
C -17.724 -11.871 -13.490 0.976
O -17.307 -11.182 -14.439 -0.607
O -17.555 -11.584 -12.224 -0.486
H -17.331 -13.017 -10.866 0.209
H -18.863 -12.101 -10.751 0.179
H -19.962 -13.216 -12.511 0.177
H -18.765 -14.472 -12.077 0.236
C -16.906 -15.048 -14.722 -0.105
C -17.956 -15.803 -13.985 -0.194
O -19.071 -15.401 -14.722 -0.499
C -18.656 -14.857 -15.918 0.974
O -19.399 -14.690 -16.904 -0.632
O -17.399 -14.632 -15.988 -0.451
H -16.092 -15.773 -14.703 0.193
H -16.580 -14.124 -14.244 0.193
H -17.816 -15.381 -12.989 0.223
H -17.828 -16.879 -13.872 0.182
C -15.246 -12.907 -10.266 -0.114
C -14.953 -13.152 -11.754 -0.134
O -13.618 -13.600 -11.825 -0.485
C -13.095 -13.603 -10.547 0.977
O -11.995 -13.920 -10.191 -0.586
O -14.098 -13.305 -9.606 -0.500
H -16.169 -13.458 -10.084 0.209
H -15.383 -11.846 -10.059 0.164
H -15.025 -12.149 -12.174 0.173
H -15.685 -13.795 -12.244 0.224
```

=====

Record 4
This record from OMol25 describes C5H10O in the gas phase at a distorted geometry. The level of theory is ωB97M-V/def2-TZVPD.

Results
2S+1	1
energy relative to the best compared isomer or geometry (same formula, charge and spin)	2.240	eV
orbital gap	10.32	eV
total energy	-271.6703	Eh
lowest unoccupied orbital energy	0.87	eV
net charge	0

```
16
Properties=species:S:1:pos:R:3:nbo_charge:R:1
C 1.836 -0.989 0.155 -0.389
C 0.864 -0.070 0.013 0.003
C 1.047 1.330 -0.154 -0.666
C -0.620 -0.523 0.001 0.051
C -1.418 0.109 1.062 -0.657
O -1.277 -0.191 -1.220 -0.700
H 2.875 -0.612 0.079 0.194
H 1.688 -2.059 0.252 0.205
H 0.614 1.890 0.709 0.214
H 2.017 1.720 -0.097 0.223
H 0.650 1.779 -1.095 0.239
H -0.701 -1.603 0.054 0.170
H -1.400 1.178 0.932 0.214
H -2.474 -0.136 1.105 0.211
H -1.000 0.091 2.133 0.230
H -2.311 0.144 -0.778 0.458
```

=====

Record 5
This record from OMol25 describes a molecular structure, C24H31OZr at a distorted geometry. The level of theory is ωB97M-V/def2-TZVPD.

Results
2S+1	1
energy relative to the best compared isomer or geometry (same formula, charge and spin)	0.000	eV
orbital gap	5.77	eV
total energy	-1055.1537	Eh
lowest unoccupied orbital energy	-4.80	eV
net charge	+1

```
57
Properties=species:S:1:pos:R:3:nbo_charge:R:1
C -1.156 3.815 3.104 -0.252
O -0.420 2.829 3.834 -0.532
C 0.757 2.387 3.160 0.083
C 1.418 1.311 4.039 -0.051
C 2.752 0.962 3.817 -0.226
C 3.314 -0.118 4.492 -0.162
C 2.591 -0.810 5.468 -0.032
C 3.282 -1.892 6.240 -0.632
C 1.254 -0.457 5.695 -0.210
C 0.680 0.621 5.010 -0.197
H -2.029 4.067 3.724 0.208
H -0.561 4.729 2.901 0.173
H -1.481 3.419 2.121 0.155
H 1.459 3.238 3.118 0.174
H 3.333 1.540 3.097 0.204
H 4.342 -0.415 4.291 0.204
H 2.638 -2.327 7.007 0.220
H 3.624 -2.696 5.580 0.219
H 4.179 -1.498 6.734 0.226
H 0.656 -0.999 6.430 0.215
H -0.344 0.929 5.224 0.233
C -1.530 1.504 -4.947 -0.594
C -1.412 0.029 -4.566 -0.111
C -1.743 -0.863 -5.762 -0.601
C -0.039 -0.286 -3.991 -0.066
C 0.563 -1.592 -3.978 -0.378
C 1.632 -1.568 -3.022 -0.293
C 1.635 -0.291 -2.373 -0.335
C 0.614 0.514 -2.979 -0.368
Zr -0.642 -1.322 -1.866 2.184
C 0.545 1.914 1.761 -0.638
C -0.415 -3.383 -1.091 -1.289
C -3.187 -1.599 -1.667 -0.291
C -2.855 -0.325 -1.102 -0.336
C -2.305 0.491 -2.146 -0.373
C -2.275 -0.300 -3.357 -0.067
C -2.776 -1.610 -3.041 -0.373
H -1.302 2.179 -4.116 0.207
H -0.841 1.729 -5.770 0.234
H -2.550 1.715 -5.289 0.234
H -1.671 -1.930 -5.534 0.208
H -2.762 -0.656 -6.106 0.236
H -1.054 -0.645 -6.586 0.236
H 0.332 -2.392 -4.681 0.277
H 2.343 -2.375 -2.855 0.271
H 2.321 0.053 -1.601 0.269
H 0.399 1.559 -2.752 0.266
H -0.219 1.125 1.724 0.197
H 1.476 1.492 1.365 0.219
H 0.231 2.735 1.103 0.209
H -0.994 -3.503 -0.155 0.249
H -0.752 -4.165 -1.787 0.267
H 0.642 -3.595 -0.844 0.247
H -3.701 -2.413 -1.161 0.272
H -3.039 0.009 -0.084 0.270
H -2.011 1.537 -2.058 0.266
H -2.945 -2.404 -3.769 0.277
```

=====

Record 6
This record from OMol25 describes a molecular structure, C36H26ClN5O5PdS3 at a distorted geometry. The level of theory is ωB97M-V/def2-TZVPD.

Results
expectation value of S²	2.03
2S+1	3
energy relative to the best compared isomer or geometry (same formula, charge and spin)	0.672	eV
orbital gap (alpha / beta)	4.72 / 6.44	eV
total energy	-3819.9611	Eh
lowest unoccupied orbital energy (alpha / beta)	-0.86 / -1.99	eV
net charge	0

```
77
Properties=species:S:1:pos:R:3:lowdin_spin:R:1
Pd 0.123 -0.272 0.345 0.681
O 2.695 -2.864 6.882 0.099
N 3.023 -2.833 5.690 0.077
O 4.098 -3.308 5.286 0.090
C 2.135 -2.237 4.768 0.111
C 0.901 -1.788 5.269 0.166
C -0.047 -1.196 4.446 0.054
C -1.355 -0.797 4.857 0.072
C -2.240 -0.324 3.932 0.002
C -1.849 -0.164 2.590 0.110
N -0.612 -0.440 2.210 -0.003
C 0.263 -0.985 3.084 0.067
C 1.500 -1.463 2.550 -0.015
N 1.651 -1.313 1.215 0.038
C 2.718 -1.817 0.601 0.058
C 3.698 -2.468 1.320 0.020
C 3.584 -2.618 2.692 0.058
C 2.449 -2.121 3.364 0.004
H 0.694 -1.934 6.318 0.010
H -1.634 -0.916 5.897 0.003
H -3.246 -0.042 4.210 -0.002
H -2.528 0.191 1.828 0.006
H 2.774 -1.699 -0.471 0.003
H 4.560 -2.864 0.800 0.000
H 4.350 -3.124 3.250 0.005
Cl 5.457 1.272 -6.164 0.000
C 4.428 1.031 -4.788 0.000
C 3.307 0.224 -4.911 0.000
C 2.494 0.033 -3.807 0.001
C 2.805 0.637 -2.592 0.002
C 3.927 1.448 -2.488 0.001
C 4.741 1.652 -3.589 0.000
C 1.912 0.441 -1.416 0.008
O 2.138 0.993 -0.329 0.082
O 0.906 -0.356 -1.545 0.028
H 3.072 -0.235 -5.863 0.000
H 1.603 -0.578 -3.871 0.000
H 4.146 1.918 -1.538 0.000
H 5.609 2.295 -3.530 0.000
O -1.498 0.604 -0.426 0.005
C -1.756 1.967 -0.706 0.003
C -2.215 2.681 0.574 0.002
C -1.452 2.960 1.671 0.002
C -2.200 3.456 2.774 0.001
C -3.530 3.523 2.504 0.000
S -3.876 2.999 0.912 0.000
C -0.568 2.724 -1.324 0.001
C 0.256 3.682 -0.814 0.001
C 1.207 4.171 -1.756 0.000
C 1.077 3.588 -2.973 0.000
S -0.197 2.447 -2.993 0.000
C -2.851 1.927 -1.770 0.000
C -3.238 0.830 -2.473 0.000
C -4.184 1.129 -3.497 0.000
C -4.487 2.452 -3.550 0.000
S -3.631 3.348 -2.365 0.000
H -0.384 2.802 1.702 0.001
H -1.760 3.737 3.722 0.000
H -4.331 3.861 3.146 0.000
H 0.191 4.072 0.189 0.000
H 1.949 4.921 -1.515 0.000
H 1.660 3.754 -3.868 0.000
H -2.836 -0.153 -2.267 0.000
H -4.615 0.392 -4.162 0.000
H -5.167 2.967 -4.212 0.000
C -3.710 -3.902 -1.597 0.001
N -2.396 -3.512 -1.109 0.003
C -1.202 -4.147 -1.369 0.005
C -0.240 -3.428 -0.730 0.009
N -0.832 -2.379 -0.073 0.122
C -2.119 -2.448 -0.332 0.008
H -3.633 -4.866 -2.091 0.000
H -4.086 -3.170 -2.311 0.000
H -4.412 -3.984 -0.771 0.000
H -1.145 -5.036 -1.976 0.001
H 0.823 -3.602 -0.688 0.001
H -2.861 -1.747 0.020 0.001
```

=====

Copy entry 3 word for word.
This record from OMol25 describes a molecular structure, C12H16BrO12 at a distorted geometry. The level of theory is ωB97M-V/def2-TZVPD.

Results
2S+1	1
energy relative to the best compared isomer or geometry (same formula, charge and spin)	4.953	eV
orbital gap	8.57	eV
total energy	-3943.7514	Eh
lowest unoccupied orbital energy	2.65	eV
net charge	-1

```
41
Properties=species:S:1:pos:R:3:nbo_charge:R:1
Br -16.825 -15.336 -11.384 -0.694
C -17.416 -18.152 -10.426 -0.117
C -17.565 -17.803 -11.878 -0.148
O -18.266 -18.943 -12.345 -0.518
C -19.091 -19.321 -11.321 0.964
O -20.153 -19.942 -11.490 -0.623
O -18.671 -18.821 -10.192 -0.482
H -17.201 -17.289 -9.796 0.239
H -16.577 -18.808 -10.198 0.180
H -16.617 -17.918 -12.404 0.205
H -18.085 -16.897 -12.189 0.230
C -18.130 -12.536 -11.430 -0.110
C -18.901 -13.440 -12.401 -0.114
O -18.335 -13.055 -13.579 -0.506
C -17.724 -11.871 -13.490 0.976
O -17.307 -11.182 -14.439 -0.607
O -17.555 -11.584 -12.224 -0.486
H -17.331 -13.017 -10.866 0.209
H -18.863 -12.101 -10.751 0.179
H -19.962 -13.216 -12.511 0.177
H -18.765 -14.472 -12.077 0.236
C -16.906 -15.048 -14.722 -0.105
C -17.956 -15.803 -13.985 -0.194
O -19.071 -15.401 -14.722 -0.499
C -18.656 -14.857 -15.918 0.974
O -19.399 -14.690 -16.904 -0.632
O -17.399 -14.632 -15.988 -0.451
H -16.092 -15.773 -14.703 0.193
H -16.580 -14.124 -14.244 0.193
H -17.816 -15.381 -12.989 0.223
H -17.828 -16.879 -13.872 0.182
C -15.246 -12.907 -10.266 -0.114
C -14.953 -13.152 -11.754 -0.134
O -13.618 -13.600 -11.825 -0.485
C -13.095 -13.603 -10.547 0.977
O -11.995 -13.920 -10.191 -0.586
O -14.098 -13.305 -9.606 -0.500
H -16.169 -13.458 -10.084 0.209
H -15.383 -11.846 -10.059 0.164
H -15.025 -12.149 -12.174 0.173
H -15.685 -13.795 -12.244 0.224
```

=====

2S+1 of number 1 (C8H16BCl8F4)? 1

=====

Which formula does entry 4 have? C5H10O